Below is a molecular structure, C29H48BCl5N4O7PS2SiV, with properties calculated with ωB97M-V with the def2-TZVPD basis set.

Values from the calculation:
<S²>: 3.763
HOMO-LUMO gap (alpha / beta), eV: 6.45 / 6.44
Strongest force on any atom, eV/A: 2.37
Molar mass, g mol⁻¹: 926.94
Multiplicity: 4
Charge: -1
E_LUMO (alpha / beta), eV: 2.223 / 2.208

Geometry as XYZ:
```
99
C29H48BCl5N4O7PS2SiV | OMol25 | ωB97M-V with the def2-TZVPD basis set
V 0.367 1.157 -0.950
C 1.513 -1.103 -3.535
N 2.871 -1.220 -2.961
C 4.048 -1.536 -3.622
C 5.049 -1.509 -2.695
N 4.503 -1.284 -1.427
B 5.339 -1.526 -0.125
N 5.081 -0.452 0.898
C 4.756 -0.711 2.219
C 4.694 0.495 2.836
N 5.093 1.472 1.921
C 5.261 2.869 2.210
C 5.229 0.886 0.671
S 5.545 1.782 -0.704
C 3.196 -0.997 -1.619
S 2.051 -0.460 -0.481
H 1.376 -0.129 -4.020
H 0.821 -1.141 -2.693
H 1.290 -1.877 -4.267
H 4.111 -1.860 -4.674
H 6.135 -1.609 -2.827
H 6.491 -1.692 -0.395
H 4.963 -2.601 0.338
H 4.518 -1.709 2.564
H 4.353 0.734 3.845
H 5.750 3.003 3.193
H 4.299 3.429 2.180
H 5.864 3.309 1.395
Cl 1.268 2.345 -2.957
C 1.818 3.421 -1.570
C 1.327 2.911 -0.370
C 1.613 3.575 0.828
Cl 1.180 2.842 2.355
C 2.274 4.836 0.811
Cl 2.443 5.859 2.198
C 2.848 5.272 -0.402
Cl 3.684 6.778 -0.454
C 2.605 4.577 -1.633
Cl 3.195 5.186 -3.139
C -3.364 2.482 -2.802
O -2.767 3.599 -2.169
P -1.832 3.321 -0.817
O -3.012 3.068 0.351
C -2.932 3.722 1.641
O -1.628 4.882 -0.519
C -1.248 5.907 -1.406
H -4.248 2.120 -2.244
H -2.607 1.656 -2.901
H -3.656 2.796 -3.836
H -3.894 4.302 1.767
H -2.053 4.386 1.648
H -2.864 2.959 2.410
H -0.219 5.784 -1.757
H -1.302 6.829 -0.808
H -1.933 5.963 -2.278
C -4.625 -2.553 1.576
C -4.254 -1.059 1.572
C -4.618 -0.385 2.883
C -4.871 -0.292 0.394
O -2.805 -0.853 1.524
Si -1.644 -1.358 0.472
O -0.981 -0.180 -0.384
O -0.507 -2.152 1.317
C -0.305 -3.017 2.441
C -1.262 -4.216 2.403
C -0.370 -2.173 3.686
C 1.116 -3.533 2.229
O -2.317 -2.508 -0.494
C -2.164 -3.071 -1.820
C -3.266 -4.151 -1.899
C -2.351 -1.996 -2.839
C -0.773 -3.680 -1.902
H -5.703 -2.689 1.520
H -4.286 -2.991 2.516
H -4.163 -3.066 0.707
H -5.672 -0.381 3.129
H -4.277 0.655 2.881
H -4.181 -0.935 3.728
H -5.973 -0.300 0.450
H -4.605 -0.751 -0.564
H -4.559 0.761 0.432
H -2.286 -3.906 2.635
H -0.899 -4.950 3.132
H -1.223 -4.681 1.405
H -1.335 -1.650 3.788
H 0.434 -1.410 3.684
H -0.201 -2.757 4.583
H 1.177 -4.263 1.446
H 1.528 -4.074 3.124
H 1.795 -2.714 1.957
H -4.257 -3.676 -1.823
H -3.219 -4.889 -1.099
H -3.175 -4.675 -2.841
H -3.421 -1.658 -2.888
H -2.020 -2.339 -3.844
H -1.734 -1.113 -2.516
H -0.470 -4.449 -1.165
H 0.027 -2.897 -1.857
H -0.570 -4.125 -2.900
```